This record from the Open Molecules 2025 dataset describes a structure of composition C28H43BLiN6. The level of theory is the ωB97M-V functional and the def2-TZVPD basis.

Geometry as XYZ:
```
79
Properties=species:S:1:pos:R:3:mulliken_charge:R:1
Li -0.0543 -0.8147 -0.1840 1.126
C 3.4255 -1.7688 -0.9905 -1.407
C 3.6153 -0.6846 -2.0520 0.748
C 3.4065 -1.2314 -3.4692 -1.242
C 2.7299 0.5057 -1.7964 -0.127
C 2.9570 1.8357 -2.2219 -1.409
C 1.9663 2.5698 -1.6102 -0.432
N 1.1811 1.7197 -0.9152 0.322
N 1.6374 0.4376 -1.0467 0.237
B 0.2057 2.1223 0.2355 -0.735
N -1.2878 1.8024 -0.1114 1.530
C -2.0089 2.4308 -1.0683 -0.800
C -3.3398 2.1630 -0.8520 -0.451
C -3.3484 1.3453 0.3040 -0.271
N -2.1171 1.1475 0.7519 -0.503
C -4.5237 0.7488 1.0273 0.473
C -5.2912 1.8301 1.7977 -1.699
C -5.4511 -0.0091 0.0765 -1.215
N 0.6313 1.3783 1.5172 0.078
C 1.1705 1.9233 2.6228 -0.695
C 1.5094 0.8960 3.4832 -1.026
C 1.1254 -0.2774 2.7977 -0.586
N 0.5992 0.0276 1.6190 0.233
C 1.2181 -1.7160 3.2295 1.688
C -0.1845 -2.3095 3.3989 -1.136
C 2.0393 -1.8712 4.5025 -2.016
H 4.1164 -2.6003 -1.1640 0.488
H 2.4028 -2.1573 -1.0175 0.040
H 3.6033 -1.3644 0.0103 0.327
H 4.6412 -0.3170 -1.9845 0.412
H 2.3802 -1.5869 -3.5777 0.025
H 4.0884 -2.0649 -3.6720 0.396
H 3.5782 -0.4541 -4.2180 0.416
H 3.7670 2.2023 -2.8387 0.448
H 1.7785 3.6346 -1.5968 0.436
H 0.3343 3.3166 0.4094 -0.207
H -1.5215 3.0073 -1.8437 0.497
H -4.1797 2.4850 -1.4528 0.389
H -4.1112 0.0421 1.7499 0.298
H -5.7209 2.5617 1.1026 0.312
H -4.6218 2.3639 2.4771 0.361
H -6.1075 1.3920 2.3822 0.467
H -5.8071 0.6490 -0.7235 0.238
H -6.3259 -0.3936 0.6131 0.461
H -4.9311 -0.8518 -0.3871 0.082
H 1.2808 2.9938 2.7184 0.459
H 1.9671 0.9839 4.4584 0.459
H 1.7173 -2.2692 2.4276 -0.070
H -0.7260 -1.7780 4.1900 0.408
H -0.1304 -3.3714 3.6651 0.398
H -0.7536 -2.2097 2.4731 -0.094
H 1.5592 -1.3454 5.3348 0.339
H 3.0495 -1.4692 4.3818 0.439
H 2.1202 -2.9272 4.7730 0.460
C 0.1585 -3.4668 -1.8058 0.339
C -0.5194 -2.4521 -2.5235 0.497
C -1.5161 -1.9097 -1.6828 0.811
C -1.4581 -2.6000 -0.4375 0.060
C -0.3975 -3.5339 -0.5054 1.050
C 0.0145 -4.5149 0.5614 -1.894
C -2.5635 -2.5656 0.5842 -1.303
C -2.6587 -1.0408 -2.1362 -0.197
C -0.3007 -2.0644 -3.9613 -2.245
C 1.2177 -4.3983 -2.3367 -1.574
H -0.2579 -5.5456 0.2987 0.343
H -0.4600 -4.2903 1.5210 0.237
H 1.0997 -4.5103 0.7304 0.274
H -3.4814 -3.0225 0.1886 0.334
H -2.8188 -1.5417 0.8905 -0.116
H -2.2998 -3.1213 1.4876 0.663
H -3.5821 -1.6293 -2.2599 0.254
H -2.4402 -0.5759 -3.1031 0.428
H -2.8873 -0.2316 -1.4389 -0.502
H 0.4379 -2.7171 -4.4377 0.435
H 0.0505 -1.0314 -4.0734 0.239
H -1.2229 -2.1510 -4.5474 0.490
H 0.7803 -5.2832 -2.8179 0.342
H 1.8664 -4.7652 -1.5340 0.311
H 1.8639 -3.9206 -3.0783 0.359
```

The HOMO-LUMO gap is 6.1 eV. The max |F| is 0.565 eV Å⁻¹. Its charge is -1. The calculation puts the energy relative to the best compared isomer or geometry (same formula, charge and spin) at 0.717 eV. Its highest occupied orbital energy is -3.34 eV.

=====

This record from the Open Molecules 2025 dataset describes a structure of composition C33H49MoO3S3Si2 in a non-equilibrium geometry. The level of theory is the ωB97M-V functional and the def2-TZVPD basis.

Geometry as XYZ:
```
91
Properties=species:S:1:pos:R:3:mulliken_charge:R:1
Mo 0.7584 0.6624 0.7057 -0.086
C 5.2234 1.6071 2.3221 -1.694
C 4.0763 1.0684 1.5252 0.164
S 2.4871 1.5616 2.1510 0.125
C 4.1725 0.3080 0.4341 0.394
C 5.4429 -0.1691 -0.1987 -1.484
S 2.6944 -0.1818 -0.4006 0.092
H 4.8773 1.9243 3.3016 0.456
H 5.6544 2.4749 1.8251 0.281
H 5.9988 0.8560 2.4463 0.414
H 6.2356 -0.2754 0.5386 0.386
H 5.7791 0.5417 -0.9534 0.273
H 5.2695 -1.1261 -0.6855 0.386
C -2.1310 1.4937 1.7121 -0.658
Si -0.4897 1.6553 2.7350 0.911
C -0.5074 0.4579 4.2373 -1.166
C -0.2288 3.3810 3.4834 0.653
C -1.0817 4.4617 3.2676 -0.061
C -0.8934 5.6615 3.9319 -0.724
C 0.1389 5.8037 4.8442 -0.505
C 0.9920 4.7380 5.0782 -0.755
C 0.8137 3.5484 4.3975 -0.403
H -2.9195 1.0835 2.3333 0.568
H -2.0066 0.8285 0.8479 -0.198
H -2.4770 2.4538 1.3433 0.294
H -0.9098 0.9480 5.1199 0.524
H 0.5045 0.1361 4.4707 0.179
H -1.0915 -0.4353 4.0351 0.429
H -1.9128 4.3757 2.5829 0.335
H -1.5578 6.4913 3.7413 0.406
H 0.2778 6.7353 5.3731 0.397
H 1.7950 4.8365 5.7945 0.420
H 1.4985 2.7336 4.5676 0.307
O -0.5145 -0.4316 -1.0227 -0.064
S -1.6887 -0.6757 -1.9292 -0.022
C -0.9958 -0.7447 -3.6532 -1.152
C -0.1022 -1.9085 -3.9121 -0.275
C 1.1440 -1.9863 -3.2975 0.389
C 1.9675 -3.0751 -3.5230 -0.727
C 1.5600 -4.0971 -4.3654 -0.504
C 0.3288 -4.0183 -4.9965 -0.796
C -0.5012 -2.9345 -4.7661 -0.215
C -2.0963 -2.4555 -1.7033 -0.261
C -3.4724 -2.6991 -2.2310 0.478
C -4.5510 -2.0109 -1.6827 -0.175
C -5.8294 -2.2050 -2.1745 -0.789
C -6.0422 -3.0829 -3.2261 -0.453
C -4.9756 -3.7789 -3.7691 -0.781
C -3.6962 -3.5893 -3.2734 -0.334
H -0.4654 0.2019 -3.7678 0.353
H -1.8686 -0.7514 -4.3055 0.707
H 1.4755 -1.1964 -2.6374 0.134
H 2.9358 -3.1121 -3.0482 0.500
H 2.2049 -4.9452 -4.5377 0.423
H 0.0170 -4.7969 -5.6776 0.430
H -1.4588 -2.8733 -5.2636 0.563
H -2.0397 -2.6190 -0.6274 -0.110
H -1.3424 -3.0626 -2.1990 0.440
H -4.3852 -1.3265 -0.8617 0.432
H -6.6628 -1.6757 -1.7370 0.413
H -7.0371 -3.2269 -3.6197 0.400
H -5.1373 -4.4741 -4.5792 0.409
H -2.8713 -4.1490 -3.6891 0.519
C 1.3138 -2.6364 3.5397 -1.250
Si 0.2635 -2.4273 1.9625 0.957
C -1.6062 -2.7783 2.2375 -1.446
C 1.0023 -3.4879 0.5497 -0.871
O 0.4216 -0.8575 1.4814 -0.648
H 1.4992 -3.6916 3.7096 0.483
H 0.8340 -2.2428 4.4313 0.358
H 2.2776 -2.1415 3.4339 0.304
H -1.8797 -3.7347 1.8004 0.554
H -2.2593 -2.0151 1.8131 0.297
H -1.8366 -2.8470 3.2968 0.432
H 0.4404 -4.3989 0.3735 0.429
H 2.0162 -3.7857 0.8000 0.375
H 1.0537 -2.9375 -0.3871 -0.105
C 1.4942 2.8110 -2.2594 -1.506
C 0.4451 3.0828 -1.1652 1.683
C 0.7554 4.4000 -0.4397 -1.517
C -0.9752 3.0897 -1.7502 -1.278
O 0.5452 2.0408 -0.2566 0.124
H 1.3951 3.5097 -3.0861 0.510
H 1.3828 1.7906 -2.6348 0.153
H 2.4932 2.9087 -1.8329 0.333
H 0.8298 5.2087 -1.1604 0.463
H 1.6994 4.2997 0.0971 0.310
H -0.0212 4.6410 0.2834 0.282
H -1.0419 3.7771 -2.5871 0.467
H -1.6910 3.3974 -0.9909 0.301
H -1.2354 2.0859 -2.0887 0.215
```

The HOMO-LUMO gap is 6.2 eV. The max |F| is 3.846 eV Å⁻¹. Its charge is +1. Its highest occupied orbital energy is -10.09 eV.